No. 1
This record from the Open Molecules 2025 dataset describes the molecule C4H6O2 in a non-equilibrium geometry. The level of theory is ωB97M-V/def2-TZVPD.

Structure (XYZ):
```
12
Properties=species:S:1:pos:R:3:forces:R:3
O 0.25482 1.55810 0.18203 -1.09 -0.87 0.60
O 2.47312 0.99814 -0.16507 -1.29 0.53 0.20
C 0.73692 -0.66836 -0.39158 -0.05 -0.32 -0.08
C -0.56577 -0.69929 0.38996 -0.28 -0.05 -0.15
C -1.04051 0.70735 0.19608 0.94 0.77 -0.16
C 1.30329 0.71395 -0.10710 -0.11 -0.44 -0.02
H 1.47509 -1.43366 -0.15963 -0.11 0.03 -0.04
H 0.53180 -0.67200 -1.46819 0.07 -0.17 0.03
H -0.41449 -0.98690 1.44018 -0.06 0.26 -0.28
H -1.87798 0.89970 0.91108 1.32 1.03 -0.19
H -1.44079 0.81272 -0.81780 0.06 0.14 0.16
H -1.43550 -1.22976 -0.00996 0.60 -0.89 -0.05
```
Forces are in eV/Å.

As for the SMILES: O=C1CCCO1. As for the energy above the lowest of the compared OMol25 structures with the same formula, charge and spin: 14.2 kcal per mole.

No. 2
This record from the Open Molecules 2025 dataset describes a structure of composition C49H61N5O4SSeTl in a non-equilibrium geometry. The level of theory is ωB97M-V/def2-TZVPD.

Structure (XYZ):
```
122
Properties=species:S:1:pos:R:3:forces:R:3
Tl -0.39300 -2.41866 0.32325 -0.58 -0.36 -0.22
Se -0.29043 0.60649 -0.18710 -0.44 0.00 -0.46
S -4.90002 -2.71865 6.49814 -0.62 0.39 -0.36
O 1.70347 -1.78551 -0.35567 0.50 0.50 -0.21
O -1.73254 -1.64066 -1.94492 0.16 0.38 -0.27
O -2.60880 -5.01762 -2.82337 -0.05 0.00 0.18
O 0.28355 -1.23318 2.77246 0.44 -0.31 -0.46
N -3.87497 -1.29041 1.84415 0.53 -0.83 -0.14
N -1.19056 0.38777 5.49803 0.49 0.70 -0.94
N -0.14634 -0.38591 4.89854 -0.32 -0.24 -0.40
N -3.31521 -2.49621 4.51306 -0.32 -0.16 -1.00
N -5.51771 -0.14542 2.75869 -0.30 0.25 -0.18
C -1.60396 0.24537 3.25576 1.35 0.00 -1.09
C -3.69745 0.10924 -0.21888 1.34 -0.69 -0.71
C 0.01866 2.99407 -6.39021 -0.14 0.36 0.18
C -0.63082 0.49527 -2.09094 -0.90 -0.75 -0.92
C 3.43091 4.40676 0.10339 -2.21 -0.29 -0.34
C -3.42617 -3.02371 5.66539 -0.23 0.29 0.96
C 6.05032 -1.49408 -1.05440 -0.67 0.21 0.21
C 4.52262 -2.57894 0.59757 1.05 0.04 0.27
C 0.26736 -2.92461 7.55814 -0.04 -0.27 0.83
C -0.24586 1.49803 -4.28309 -0.65 -0.93 -0.67
C 4.05304 -2.66064 -1.90435 -0.77 -0.40 -0.34
C -4.51138 -1.89372 4.16919 1.49 0.69 -1.35
C -4.14465 1.26744 -0.84935 1.62 -0.10 -0.46
C 2.24503 1.82833 -0.25468 -0.69 -0.13 -0.04
C 5.28522 3.06226 1.06855 -0.06 0.87 1.03
C -2.76158 -1.41487 -4.78976 -0.95 0.29 0.43
C 1.59549 0.61009 -0.28381 0.37 -0.58 0.01
C -2.08400 -2.71024 -5.15004 -0.17 -0.79 -0.26
C -1.72997 -0.50187 -4.08476 0.12 1.73 0.03
C 5.07414 3.51744 -1.41991 -0.42 -0.64 -1.19
C -1.15748 0.55847 -4.81679 -0.23 -0.36 0.24
C 0.66805 2.23553 -5.24034 1.83 0.74 -0.12
C 4.31132 0.73939 -0.45843 0.63 -1.89 -0.35
C 3.61773 1.89156 -0.33265 -1.50 1.58 0.80
C -5.45282 -1.82536 5.10028 -1.60 -0.53 1.83
C 1.65906 1.25541 -5.88229 0.40 -1.32 0.52
C -4.26902 -0.28410 0.97577 -0.06 0.14 0.17
C 1.45006 -3.54270 7.21067 0.78 1.32 -2.07
C -3.35506 -0.76287 -6.04418 1.01 -0.07 -0.34
C -1.94107 0.88245 4.35175 -0.17 -0.63 2.87
C 2.29325 -0.62871 -0.39636 0.47 -0.15 0.00
C -5.71454 1.66285 0.95489 -0.02 -0.03 0.70
C 2.10966 -3.04149 6.07634 -0.81 0.07 0.54
C -3.99726 -1.70482 -3.89405 -1.14 1.15 -0.63
C -5.28420 0.47680 1.54895 0.23 -0.11 -0.10
C -0.08734 1.47452 -2.91575 -0.27 -0.59 0.22
C -1.38487 -0.61319 -2.64999 0.14 -0.25 -0.26
C 4.32410 3.19113 -0.11565 1.03 1.28 -0.18
C 3.72689 -0.52687 -0.54650 0.02 0.29 -0.03
C 0.39108 -1.45432 5.67443 -1.92 0.60 0.41
C -4.60622 -1.18278 2.90277 -0.36 1.09 -0.92
C 4.58675 -1.79418 -0.72092 -0.98 0.15 -0.52
C 1.59591 -1.98922 5.32619 1.22 -0.47 -0.44
C -0.55684 1.36420 6.45667 -1.33 -0.88 -0.05
C -0.39229 -0.54324 3.47923 -0.70 0.41 1.91
C -0.32247 -1.93319 6.80450 0.86 0.66 -0.81
C 1.54475 3.24542 -4.44864 -0.52 -0.41 0.30
C -3.05183 1.83623 4.60278 0.49 0.71 1.19
C -5.08140 2.06101 -0.21431 -1.00 -0.22 0.32
H -2.76798 -3.54431 -5.29472 -0.38 0.02 -0.17
H -4.47940 -0.72491 -3.53699 0.65 -1.32 -0.55
H -3.69173 1.55841 5.48024 0.51 0.00 -0.86
H 5.74763 4.35968 -1.47514 0.09 0.57 0.58
H 1.61447 2.71010 -0.17141 0.26 -0.07 0.08
H 1.94957 -4.31599 7.73897 -0.05 -0.50 0.75
H -1.44378 -2.98903 -4.35884 0.74 -0.37 1.20
H 3.87768 -2.11345 -2.87438 0.81 -0.23 0.93
H -0.10558 -3.17165 8.52783 -0.80 -0.26 0.38
H -6.45809 -1.37310 5.02875 0.83 -0.49 0.15
H 2.88751 4.44246 1.07120 0.29 -0.36 -0.41
H 3.05986 -3.42410 5.80953 0.77 -0.46 -0.28
H 3.56950 -2.71217 1.05318 -1.15 -0.02 -0.33
H -6.43954 2.28613 1.46928 0.00 0.08 -0.22
H -2.63518 -3.49525 6.19973 0.54 -0.45 0.11
H 3.03870 -3.04706 -1.71028 0.49 0.08 0.33
H -1.41975 0.72585 -5.87546 0.19 -0.45 0.61
H 0.52029 2.19154 -2.43962 0.63 0.75 0.49
H -2.00523 0.40445 2.29002 -0.39 -0.03 -0.65
H 6.15754 -0.86098 -1.92318 -0.11 -0.10 -0.61
H 0.19930 0.79157 6.99494 -0.18 0.13 0.14
H 5.78365 4.01266 1.37289 -0.28 -0.42 -0.54
H 1.95351 2.76492 -3.54519 0.15 0.23 -0.49
H 6.03551 2.34316 0.85874 0.96 -0.59 -0.30
H -3.75215 -2.26940 -3.03407 0.35 -0.45 0.93
H -3.60421 1.64801 -1.75531 -0.66 -0.56 0.88
H -1.25370 -1.44504 7.07682 0.18 -0.18 0.05
H 2.47291 1.68049 -6.47113 -0.32 0.61 -0.25
H 5.08063 -2.06175 1.38937 0.31 0.05 -0.29
H 2.16195 -1.59539 4.47388 -0.37 -0.16 0.40
H -2.12153 -4.90717 -3.64515 -0.02 0.12 0.10
H 1.14522 0.50893 -6.50280 0.06 0.10 0.13
H -1.34054 1.71784 7.16744 0.65 -0.16 -0.55
H 0.89082 4.04081 -4.11898 -0.12 0.46 0.29
H 2.63230 4.46237 -0.71232 1.04 0.03 0.99
H 2.21289 0.71183 -5.10070 -0.39 -0.09 -0.03
H 6.57531 -2.42809 -1.17599 0.30 -0.29 -0.18
H -1.42823 -2.68568 -6.00254 0.16 0.47 -0.68
H -0.06784 2.18276 5.95601 0.12 0.43 -0.31
H -5.37145 2.99590 -0.64013 -0.11 0.50 -0.30
H -6.03809 0.29456 3.47247 -0.43 0.15 0.81
H 4.72586 -3.54167 -2.04683 -0.37 0.68 -0.12
H -0.54640 2.36254 -7.08750 -0.05 0.18 0.30
H -2.55792 -0.59699 -6.77229 -0.12 0.31 -0.06
H 6.51670 -0.93408 -0.27642 0.48 0.28 0.91
H 3.99615 5.31561 0.05597 0.53 0.50 -0.12
H -0.57983 3.78217 -5.94828 -0.67 0.09 -0.19
H -2.51852 -4.16499 -2.36945 0.10 -0.05 -0.15
H -4.08783 -1.34856 -6.57651 -0.28 -0.77 0.18
H -3.62769 2.00465 3.71448 -0.43 -0.15 -0.44
H 4.30431 3.66067 -2.19958 0.20 0.18 0.24
H 0.78341 3.52358 -6.96675 0.11 -0.23 -0.05
H 4.81965 2.68815 1.99296 -0.37 0.13 -0.37
H -2.82175 -0.49674 -0.55933 -1.01 0.54 -0.22
H -3.85783 0.15050 -5.79402 -0.04 0.77 0.10
H 2.35084 3.69313 -5.02976 -0.01 -0.19 -0.18
H 5.63789 2.67941 -1.81826 0.22 -0.37 0.28
H -4.76873 -2.29830 -4.46692 0.73 0.67 0.39
H 5.38151 0.86459 -0.47134 0.30 -0.43 -0.17
H 4.95683 -3.56727 0.47429 0.22 -0.26 -0.02
H -2.59767 2.81219 4.85118 -0.24 -0.18 0.04
```
Forces are in eV/Å.

As for the charge: -1.

No. 3
This record from the Open Molecules 2025 dataset describes a structure of composition C24H36LiO18 in a non-equilibrium geometry. The level of theory is ωB97M-V/def2-TZVPD.

Structure (XYZ):
```
79
Properties=species:S:1:pos:R:3:forces:R:3
O -0.92779 -0.19545 -2.63129 -0.27 0.04 -0.84
O -2.51062 0.69894 0.27822 -1.68 -1.20 -5.93
O 0.84020 -2.49522 1.85554 0.12 -2.62 0.25
O 2.84118 -0.82117 -0.05101 -0.59 -1.45 -0.96
O -2.55073 -1.57549 -1.86261 -1.39 0.41 -3.49
O 1.17400 -4.35683 3.12481 0.48 0.38 1.27
O 1.90542 2.30399 -1.82493 -2.01 -1.01 1.42
O 0.42270 1.08406 -0.60499 0.49 1.32 -0.10
O 0.86138 0.48840 4.68997 0.52 -2.19 2.41
O -0.22302 3.00139 -1.47448 -1.79 0.58 0.32
O 2.00601 -2.20035 -1.62941 -1.31 -0.48 1.64
O -2.35125 1.93267 2.01944 1.87 -3.02 1.67
O 1.18600 2.09176 3.26871 -0.66 2.90 -0.28
O -0.63630 -1.53487 -0.81273 -1.85 1.71 -3.93
O 1.65872 -0.01463 2.61352 -2.57 4.37 4.62
O -1.19096 -0.06040 1.82715 -0.34 0.45 0.32
O 0.51531 -4.55975 1.10392 -0.55 -2.16 -3.44
O 3.02777 -0.33492 -2.13661 0.43 0.56 -2.34
C 2.56597 -0.87640 -3.38265 5.43 0.45 -0.04
C -4.71362 1.46479 -0.37247 -0.44 -1.02 2.05
C 1.91304 -2.13446 -2.99966 2.89 0.39 0.42
C 0.87433 -3.71649 1.98032 -0.06 3.71 2.19
C 0.33104 -6.56063 3.89360 -1.58 0.24 3.04
C 3.82030 -0.97681 -4.33215 -0.62 1.63 -0.66
C -2.03178 0.09038 -3.50025 -0.03 -1.16 -1.21
C -3.27279 1.80307 -0.08940 -2.57 2.84 1.70
C 0.17885 5.42081 -1.76988 -3.31 -2.58 -5.33
C 1.16781 1.74500 6.86698 1.88 -3.00 -0.31
C -3.05765 -1.02092 -3.12770 -1.89 4.88 2.67
C 2.65082 -1.14222 -1.21554 0.38 1.86 5.50
C -1.33379 -1.11441 -1.80297 4.33 -2.59 7.64
C 0.25415 4.00753 -2.29037 4.23 -0.10 -3.20
C -3.17842 2.71150 1.22556 1.08 0.15 -0.27
C -1.96094 0.74398 1.38579 1.87 1.85 4.52
C 0.68333 2.09425 -1.21232 1.23 -3.75 0.58
C 0.90755 2.84081 4.45621 2.59 -2.03 1.56
C 1.21023 0.84926 3.53843 4.04 -6.79 -8.54
C -1.56167 -0.02500 -4.98395 2.69 2.12 2.32
C 1.24931 -5.78903 2.95327 0.14 -0.15 -0.80
C 1.80628 3.52631 -2.40919 -1.01 4.82 4.03
C 0.80008 -5.89492 1.49177 -3.80 -1.38 1.11
C 0.51302 1.56524 5.46308 1.57 4.33 1.01
Li 0.49583 -0.78373 0.77471 0.46 -0.14 0.44
H -2.45512 3.56983 1.09403 -1.96 0.09 -0.37
H 0.10938 3.48361 4.37550 -2.01 1.25 -0.63
H -0.52208 1.53761 5.42580 -2.19 0.29 0.84
H -0.88137 5.56677 -1.66878 -0.44 1.47 -0.59
H 2.38851 4.35277 -1.82926 -0.38 -1.63 -0.94
H 2.36831 -6.02919 3.02353 -1.75 0.00 0.23
H 1.97165 -0.16390 -3.74715 -2.84 2.58 -1.65
H -0.70465 -0.72531 -5.06158 -1.33 -0.53 -0.21
H 3.33784 -1.34838 -5.28292 1.42 -0.88 0.85
H 4.70523 -1.38757 -3.76482 -1.16 -0.59 -1.18
H -0.99138 0.89004 -5.24040 -0.33 0.07 0.34
H 1.83526 3.48711 4.61770 -1.09 -1.19 0.51
H 0.51323 5.41820 -0.88871 2.91 0.00 7.23
H -3.20111 -1.58752 -3.97950 -0.47 -2.27 -0.93
H -4.00825 -0.34373 -2.84986 1.58 -2.34 -0.76
H -4.09715 2.84774 1.87192 0.65 0.45 -1.46
H -2.44730 1.03605 -3.17813 0.25 0.50 -0.42
H 0.85304 2.56326 7.42160 -0.87 2.23 0.16
H 0.02635 3.92993 -3.40981 -1.24 -0.07 1.71
H -5.13766 0.93993 0.49962 0.47 -0.61 -0.14
H -3.00344 2.44293 -0.92256 1.49 -0.65 -0.32
H 0.85087 5.97591 -2.36550 -0.18 1.32 -0.96
H -5.33309 2.35943 -0.19181 0.22 -0.01 -1.65
H 2.30980 1.84876 6.74122 -1.75 -0.34 0.22
H 0.91421 -7.00067 4.76402 -0.75 0.98 -0.75
H 1.61759 -6.30456 1.03807 1.78 -0.78 -2.33
H 0.95410 0.96423 7.68764 0.38 0.36 -1.86
H 1.03588 -2.16398 -3.46063 -4.41 -0.62 -1.01
H -0.17918 -6.60125 1.30213 2.46 1.98 0.53
H 2.49642 -2.92925 -3.23642 1.51 -2.57 -1.95
H -2.33867 0.02660 -5.67473 -1.35 -0.92 -1.20
H 2.05325 3.53123 -3.37206 1.47 -0.22 -3.88
H -0.35374 -7.42871 3.64314 1.34 0.89 -1.08
H -0.50519 -5.82312 4.28962 1.99 -1.14 -0.46
H -4.78995 0.76715 -1.21459 -0.64 0.86 -0.15
H 4.24913 0.01806 -4.75079 -1.14 -1.06 1.28
```
Forces are in eV/Å.

As for the charge: +1. As for the energy above the lowest of the compared OMol25 structures with the same formula, charge and spin: 25.9 kcal per mole.

Across the entries above, LUMO energy takes the values 0.802; 1.642; -1.922 eV, respectively.
Across the entries above, E takes the values -306.4837; -5450.6725; -2297.6509 Ha, respectively.
Across the entries above, gap between HOMO and LUMO takes the values 11.1; 5.5; 9.3 eV, respectively.